Formula: C63H50AuClO3P3Si
Source: the OMol25 dataset
Level of theory: wB97M-V/def2-TZVPD

Computed properties:
E_tot (eV): -124241.6851
F_max (Eh/bohr): 0.011
Charge: +1
Orbital gap (eV): 6.66
E_LUMO (Eh): -0.1122
HOMO (eV): -9.7

```
122
Properties=species:S:1:pos:R:3:forces:R:3:mulliken_charge:R:1
Au 0.332537 0.055248 0.309826 -0.22 -0.38 0.31 0.992
C -3.728644 5.112790 2.488363 0.00 0.00 0.00 -0.779
C -2.931043 5.528278 1.433947 0.04 0.02 -0.03 -0.792
C -2.260516 4.598352 0.647391 0.09 0.03 0.05 -0.710
C -2.379349 3.234716 0.912613 -0.01 -0.02 0.13 0.752
C -3.170689 2.827758 1.987906 -0.08 0.08 -0.10 -0.229
C -3.848006 3.756538 2.762926 0.02 0.01 -0.06 -1.018
P -1.492111 1.963766 -0.071027 0.11 -0.13 0.14 1.648
C -1.035837 2.951924 -1.531335 0.01 0.03 -0.04 0.563
C 0.293485 3.363526 -1.594067 -0.02 0.04 -0.05 -0.194
C 0.714709 4.265762 -2.565540 -0.01 0.00 0.05 -0.787
C -0.201629 4.779061 -3.469922 -0.02 0.00 0.01 -0.664
C -1.530659 4.370431 -3.416766 0.00 -0.01 -0.02 -1.017
C -1.944031 3.455998 -2.462099 -0.01 0.01 -0.02 -0.017
C -2.877795 0.817852 -0.525030 -0.03 -0.15 0.12 0.572
C -4.108601 1.391926 -0.847008 -0.07 0.02 -0.02 -0.420
C -5.209685 0.621684 -1.194173 0.02 0.03 0.02 -1.041
C -5.112172 -0.760461 -1.186737 0.01 0.01 0.02 -0.987
C -3.911890 -1.349449 -0.818684 -0.06 -0.04 -0.01 0.134
C -2.780776 -0.595965 -0.487275 0.01 -0.04 -0.14 0.494
Si -1.261676 -1.630106 -0.041876 -0.22 0.00 -0.11 -0.474
C -0.493215 -2.730657 -1.356702 0.01 0.08 -0.12 1.028
C -0.712228 -4.105006 -1.460017 0.00 0.03 -0.02 -0.929
C -0.075117 -4.854226 -2.438364 0.00 -0.04 -0.01 -0.980
C 0.792368 -4.243991 -3.331272 0.02 0.02 -0.02 -0.931
C 1.030804 -2.879694 -3.244753 0.06 -0.04 0.01 -0.477
C 0.404398 -2.141419 -2.254278 0.02 0.04 0.00 0.394
P 0.585256 -0.345632 -2.080404 0.31 0.03 0.04 0.309
C 2.155240 0.345949 -2.661001 0.04 -0.07 -0.12 1.487
C 2.935599 1.140404 -1.824663 -0.03 0.04 -0.02 -0.163
C 4.053339 1.794612 -2.323570 0.00 -0.06 -0.04 -1.079
C 4.415636 1.641725 -3.653164 0.02 -0.02 0.07 -0.605
C 3.659511 0.829610 -4.487540 -0.02 -0.03 -0.06 -1.506
C 2.528125 0.195926 -4.000005 0.01 -0.05 0.00 -0.252
C -0.589653 0.220746 -3.362265 -0.08 0.01 -0.04 1.082
C -0.301799 1.316946 -4.172756 -0.07 0.01 -0.07 -0.204
C -1.145160 1.657912 -5.220900 0.05 0.03 0.03 -1.089
C -2.305055 0.935810 -5.450180 -0.04 -0.04 0.02 -0.998
C -2.614843 -0.145124 -4.633735 0.00 0.03 -0.03 -0.736
C -1.755304 -0.510510 -3.610958 0.04 0.07 -0.02 -0.314
C -1.544052 -2.704288 1.477248 -0.03 -0.03 0.03 0.556
C -2.384751 -3.823991 1.509039 0.07 0.04 0.03 -0.612
C -2.503361 -4.582162 2.661747 -0.03 -0.02 -0.01 -1.032
C -1.804889 -4.228073 3.810967 0.05 0.02 0.07 -1.057
C -1.009972 -3.094585 3.819558 -0.02 0.01 -0.02 -0.548
C -0.869367 -2.348767 2.649308 -0.15 0.02 -0.12 0.403
P -0.240118 -0.656040 2.591717 0.25 0.19 -0.09 1.527
C 1.287638 -0.441772 3.521079 0.00 -0.11 0.07 0.983
C 1.966027 -1.530973 4.058336 0.04 0.07 0.00 -0.812
C 3.197614 -1.344081 4.673273 -0.02 0.00 -0.01 -0.981
C 3.760092 -0.078703 4.736434 -0.01 0.00 0.00 -0.666
C 3.094302 1.007028 4.181310 -0.07 0.01 0.01 -1.070
C 1.865941 0.826862 3.569274 0.03 0.01 0.07 -0.170
C -1.570100 0.190206 3.516863 -0.04 -0.02 0.02 1.146
C -2.889640 -0.231253 3.317863 0.06 -0.06 0.07 -1.019
C -3.920455 0.312323 4.067869 -0.01 -0.06 0.06 -0.347
C -3.650883 1.287752 5.018449 0.00 -0.05 0.04 -0.901
C -2.348240 1.719964 5.212897 0.06 -0.04 -0.01 -0.576
C -1.308760 1.171329 4.471640 -0.09 -0.01 -0.04 -0.698
H -4.254928 5.841215 3.092857 0.01 -0.02 -0.02 0.405
H -2.829445 6.584159 1.211702 0.00 -0.06 0.01 0.448
H -1.643558 4.953168 -0.167559 -0.02 -0.02 -0.01 0.441
H -3.285584 1.774682 2.204205 0.00 0.13 -0.06 0.383
H -4.470543 3.416819 3.582288 0.03 0.05 -0.08 0.489
H 1.007305 2.982302 -0.874041 0.01 -0.01 0.02 0.254
H 1.754397 4.567487 -2.607588 -0.03 -0.01 0.01 0.479
H 0.117631 5.495234 -4.217287 -0.02 -0.03 0.01 0.401
H -2.248721 4.759803 -4.129645 0.05 -0.02 0.03 0.447
H -2.976572 3.133120 -2.458339 0.00 0.01 0.04 0.323
H -4.224401 2.468644 -0.797394 0.02 -0.04 -0.02 0.492
H -6.143847 1.105812 -1.453573 0.05 -0.03 0.01 0.460
H -5.965723 -1.375058 -1.447186 0.04 0.03 0.01 0.467
H -3.859579 -2.436478 -0.800236 0.02 0.07 -0.01 0.311
H -1.358340 -4.615785 -0.761904 -0.06 -0.01 0.05 0.377
H -0.246782 -5.922046 -2.494047 0.00 0.03 0.00 0.435
H 1.297677 -4.833676 -4.086124 -0.01 0.02 0.03 0.436
H 1.733026 -2.410490 -3.922407 -0.03 -0.05 0.04 0.394
H 2.691123 1.243633 -0.775278 -0.03 -0.01 -0.02 -0.088
H 4.654850 2.406043 -1.664499 0.00 0.01 0.01 0.598
H 5.293430 2.142890 -4.038076 0.03 0.01 -0.01 0.517
H 3.941913 0.702618 -5.526025 -0.01 0.00 0.06 0.493
H 1.915131 -0.386502 -4.677852 0.02 0.03 0.02 0.562
H 0.582564 1.911311 -3.993451 0.00 -0.01 -0.03 0.794
H -0.893732 2.501796 -5.852718 -0.01 -0.04 0.04 0.515
H -2.961961 1.206127 -6.267821 0.01 -0.01 0.02 0.434
H -3.513715 -0.723556 -4.809374 0.03 0.02 0.00 0.503
H -1.987621 -1.387347 -3.026501 -0.01 -0.04 0.02 0.139
H -2.963654 -4.108022 0.638642 0.02 0.00 -0.01 0.343
H -3.151945 -5.449859 2.672897 0.03 0.03 -0.01 0.471
H -1.907296 -4.822014 4.710846 0.01 0.03 -0.03 0.422
H -0.531115 -2.777730 4.737706 -0.01 0.00 -0.01 0.612
H 1.557948 -2.528097 3.977840 0.00 -0.04 0.00 0.388
H 3.721967 -2.192546 5.093134 -0.01 0.00 -0.01 0.436
H 4.726417 0.059774 5.203917 -0.02 0.01 0.00 0.424
H 3.541809 1.992296 4.210357 -0.01 -0.03 -0.01 0.435
H 1.375034 1.671856 3.097934 0.01 -0.02 -0.01 0.432
H -3.122127 -0.993698 2.584692 0.01 0.00 0.02 0.030
H -4.935582 -0.031883 3.910746 0.04 0.01 0.00 0.410
H -4.455980 1.706604 5.610485 0.03 -0.02 -0.02 0.459
H -2.131480 2.477581 5.955494 0.00 -0.02 -0.03 0.453
H -0.297838 1.496911 4.663606 0.05 0.01 0.01 0.515
C 7.061946 1.763820 0.744393 -0.01 0.00 -0.01 -1.567
C 6.893231 0.861551 -0.446560 0.07 0.08 0.03 0.918
C 7.579247 1.080765 -1.630381 0.03 0.05 0.03 -0.522
C 7.417002 0.222506 -2.709076 0.02 0.09 -0.03 0.030
Cl 8.266900 0.545362 -4.195194 -0.01 0.00 0.02 -0.231
C 6.568106 -0.858436 -2.628495 -0.12 -0.08 0.00 -0.807
C 5.857328 -1.085373 -1.454301 0.00 0.04 -0.01 -0.563
C 6.027103 -0.234433 -0.370041 -0.05 -0.13 0.03 0.887
O 5.403528 -0.384585 0.837886 -0.19 -0.10 -0.01 -0.420
C 4.491787 -1.467237 1.000876 0.23 0.08 0.06 -1.381
C 3.124130 -1.188252 0.376746 -0.15 -0.02 -0.15 1.227
O 2.726969 -1.860871 -0.575760 -0.07 0.13 0.13 -0.531
O 2.486506 -0.238770 0.960473 0.04 0.47 -0.19 -0.811
H 7.645665 2.645547 0.481675 0.00 -0.02 0.00 0.419
H 7.573308 1.242988 1.557987 -0.04 0.01 -0.03 0.352
H 6.092271 2.082185 1.135215 0.05 -0.02 -0.03 0.230
H 8.253786 1.925860 -1.714800 -0.04 -0.05 0.01 0.389
H 6.440101 -1.515563 -3.479816 0.00 0.04 0.05 0.450
H 5.156157 -1.905505 -1.417196 -0.04 -0.02 0.02 0.335
H 4.351253 -1.563595 2.075239 0.04 0.01 0.05 0.211
H 4.909574 -2.391752 0.606930 0.00 -0.05 -0.06 0.461
```
Positions in Å, forces in eV/Å.